Density functional theory data (ωB97M-V with the def2-TZVPD basis set) for the molecule C29H35N7O4.

Positions of all 75 atoms, in Å:
1 C 2.8021 1.8490 -4.4577
2 H 1.8428 1.3182 -4.4080
3 O 2.8335 2.7225 -5.5632
4 C 1.8480 3.7252 -5.5306
5 H 0.8617 3.2789 -5.3413
6 C 2.1354 4.8443 -4.5185
7 N 1.8451 4.4635 -3.1463
8 C 0.4301 4.5309 -2.8332
9 C 0.1869 3.9801 -1.4318
10 N 0.9216 4.7826 -0.4754
11 C 2.3368 4.7159 -0.7761
12 C 2.5775 5.2620 -2.1807
13 H 3.6441 5.2059 -2.4120
14 H 2.2639 6.3205 -2.2121
15 H 2.8798 5.3291 -0.0529
16 H 2.7216 3.6826 -0.7256
17 C 0.5954 4.4990 0.9161
18 C 0.9444 3.1043 1.3733
19 C 2.1984 2.8255 1.9095
20 C 2.5410 1.5416 2.2796
21 C 1.6313 0.4961 2.1188
22 C 0.3737 0.7694 1.5820
23 C 0.0405 2.0588 1.2168
24 H -0.9417 2.2595 0.8128
25 H -0.3426 -0.0269 1.4549
26 C 1.9895 -0.8497 2.5211
27 N 3.1793 -1.1285 3.0580
28 N 3.2043 -2.4398 3.3312
29 C 2.0588 -3.0322 2.9871
30 C 1.2276 -2.0419 2.4511
31 C -0.0383 -2.6571 2.0597
32 O -1.0318 -2.1586 1.5514
33 C 0.1289 -4.0890 2.4191
34 C -0.7873 -5.1230 2.2580
35 N -2.0023 -4.8251 1.7006
36 C -3.0668 -5.6459 1.4238
37 O -3.1400 -6.8348 1.6395
38 N -4.0972 -4.9476 0.8524
39 N -3.9899 -3.5863 0.5794
40 C -4.9576 -2.7681 1.2929
41 H -4.9161 -3.0214 2.3534
42 C -4.5590 -1.3046 1.0836
43 H -5.2790 -0.6357 1.5573
44 O -4.5481 -0.9762 -0.2857
45 C -3.6299 -1.7888 -0.9780
46 H -3.6654 -1.4768 -2.0228
47 C -3.9965 -3.2691 -0.8404
48 H -3.2515 -3.8891 -1.3418
49 H -4.9851 -3.4519 -1.2928
50 H -2.6185 -1.6358 -0.5762
51 H -3.5605 -1.1448 1.5140
52 H -5.9820 -2.9323 0.9200
53 H -4.9278 -5.4702 0.5902
54 H -2.1408 -3.8447 1.4419
55 C -0.3994 -6.4098 2.6802
56 C 0.8445 -6.6200 3.2290
57 C 1.7716 -5.5837 3.3925
58 C 1.4026 -4.3244 2.9843
59 H 2.7407 -5.7785 3.8259
60 H 1.1164 -7.6164 3.5444
61 H -1.0981 -7.2220 2.5629
62 H 4.0329 -2.8377 3.7466
63 H 3.5101 1.3241 2.7007
64 H 2.9083 3.6289 2.0472
65 H -0.4787 4.6706 1.0329
66 H 1.1300 5.2343 1.5249
67 H -0.8786 4.0420 -1.1984
68 H 0.4962 2.9211 -1.4080
69 H -0.1296 3.9350 -3.5560
70 H 0.0635 5.5726 -2.8798
71 H 1.5680 5.7440 -4.8160
72 H 3.2007 5.0773 -4.5903
73 H 1.8498 4.1562 -6.5356
74 H 2.9557 2.3859 -3.5186
75 H 3.6051 1.1311 -4.6149

As for the net charge: 0. As for the gap between HOMO and LUMO: 7.76 eV. The calculation puts the max |F| at 0.0241 hartree/bohr. Its SMILES is COCCN1CCN(Cc2ccc(-c3n[nH]c4c3C(=O)c3c(NC(=O)NN5CCOCC5)cccc3-4)cc2)CC1.

---

Density functional theory data (ωB97M-V with the def2-TZVPD basis set) for a structure of composition C29H35O3Si.

Positions of all 68 atoms, in Å:
1 C -4.5308 1.5877 3.4314
2 C -3.4091 0.7776 4.0579
3 C -2.2579 0.5288 3.0823
4 C -1.1404 -0.3743 3.5818
5 O -0.6502 -1.0668 2.3833
6 C 0.5188 -1.7066 2.3969
7 C 0.6112 -2.7076 1.3844
8 O 1.4413 -1.2011 3.2324
9 Si 3.0671 -0.5932 3.2178
10 C 3.3747 0.3590 4.8024
11 C 4.1430 -2.0966 3.1218
12 C 3.1842 0.5206 1.7417
13 H -5.3909 1.6597 4.1058
14 H -4.2106 2.6070 3.1953
15 H -4.8756 1.1121 2.5069
16 H -3.0277 1.2776 4.9624
17 H -3.7955 -0.2000 4.3846
18 H -2.6788 0.1549 2.1350
19 H -1.7752 1.4990 2.8463
20 H -0.3314 0.2193 4.0332
21 H -1.5043 -1.1426 4.2757
22 H 1.6508 -3.0827 1.2166
23 H 0.2163 -2.1873 0.4678
24 H 4.3950 0.7247 4.7884
25 H 2.7002 1.2309 4.8797
26 H 3.2375 -0.2623 5.6864
27 H 5.1614 -1.7836 2.8509
28 H 4.1716 -2.6031 4.0944
29 H 3.7621 -2.7921 2.3656
30 H 4.2323 0.5281 1.4068
31 H 2.5534 0.1900 0.9108
32 H 2.8975 1.5500 2.0133
33 C -6.0731 -2.7622 -1.8889
34 O -5.4132 -2.4720 -0.6406
35 C -4.1189 -2.8956 -0.5033
36 C -3.6014 -2.8411 0.8073
37 C -2.3340 -3.3297 1.0745
38 C -1.4819 -3.8119 0.0633
39 C -0.1025 -4.2098 0.4477
40 C 0.8406 -4.6379 -0.6227
41 C 1.6859 -5.6889 -0.1219
42 C 2.7152 -6.2221 -0.8652
43 C 2.9029 -5.7602 -2.1807
44 C 2.0291 -4.7953 -2.7170
45 C 0.9944 -4.2492 -1.9403
46 C 1.2188 -6.0593 1.2145
47 C 0.0554 -5.2725 1.5056
48 C -0.7683 -5.6725 2.5353
49 C -0.3030 -6.6613 3.4262
50 C 0.9356 -7.3078 3.2313
51 C 1.6782 -7.0292 2.0861
52 C -2.0337 -3.8999 -1.2423
53 C -3.2970 -3.3841 -1.5406
54 H -7.1097 -2.4638 -1.7351
55 H -5.6226 -2.1755 -2.6982
56 H -6.0164 -3.8346 -2.1243
57 H -4.2190 -2.4132 1.6023
58 H -1.9743 -3.3089 2.1097
59 H 3.3891 -6.9677 -0.4176
60 H 3.7364 -6.1422 -2.7947
61 H 2.1656 -4.4485 -3.7419
62 H 0.3192 -3.5014 -2.3596
63 H -1.7831 -5.2734 2.6629
64 H -0.9029 -6.9362 4.3010
65 H 1.3045 -8.0323 3.9597
66 H 2.6293 -7.5299 1.8699
67 H -1.5017 -4.3646 -2.0682
68 H -3.6551 -3.3383 -2.5766

As for the net charge: +1. As for the gap between HOMO and LUMO: 6.76 eV. The calculation puts the max |F| at 0.0770 hartree/bohr.

---

Density functional theory data (ωB97M-V with the def2-TZVPD basis set) for a structure of composition C29H36AsClN2OReSi2.

Positions of all 73 atoms, in Å:
1 Re 0.5935 0.1756 -0.5762
2 Cl 5.0921 4.6106 3.1954
3 C 4.2662 3.4000 2.2969
4 C 4.9875 2.2543 1.8710
5 C 4.3867 1.2665 1.1494
6 C 3.0154 1.3606 0.8098
7 O 2.4741 0.4212 0.1123
8 C 2.2825 2.5166 1.2379
9 C 0.9328 2.7235 0.9447
10 N 0.0911 1.9396 0.2681
11 C -1.2570 2.3839 0.0442
12 C -1.8560 3.4923 0.5886
13 C -3.1893 3.8148 0.2720
14 C -3.9250 3.0298 -0.5678
15 C -3.3509 1.8660 -1.1226
16 C -4.0677 0.9734 -1.9520
17 C -3.4495 -0.1545 -2.4111
18 C -2.1094 -0.3866 -2.0704
19 N -1.3991 0.4320 -1.3179
20 C -2.0114 1.5547 -0.8207
21 C 2.9532 3.5316 1.9874
22 H 6.0347 2.1766 2.1331
23 H 4.9374 0.3949 0.8244
24 H 0.5330 3.6655 1.3041
25 H -1.3441 4.1420 1.2842
26 H -3.6270 4.6997 0.7128
27 H -4.9513 3.2778 -0.8042
28 H -5.0992 1.1881 -2.2015
29 H -3.9655 -0.8713 -3.0345
30 H -1.6039 -1.2670 -2.4295
31 H 2.4033 4.4079 2.3062
32 C 1.0226 3.1260 -3.4154
33 C 0.9559 1.6275 -3.4257
34 C 1.8428 0.8627 -2.6614
35 C 1.7604 -0.5492 -2.6432
36 C 0.8096 -1.1857 -3.4427
37 C -0.0225 -0.4283 -4.2644
38 C 0.0479 0.9536 -4.2483
39 H 1.6951 3.4910 -2.6397
40 H 0.0332 3.5581 -3.2558
41 H 1.3860 3.4981 -4.3749
42 H 2.6732 1.3518 -2.1646
43 H 2.5456 -1.1255 -2.1662
44 H 0.7623 -2.2674 -3.4582
45 H -0.7192 -0.9239 -4.9282
46 H -0.6030 1.5312 -4.8944
47 C -0.5061 -0.5741 3.6067
48 Si 0.8020 -1.7120 2.9050
49 C 2.5198 -1.0137 3.0808
50 C 0.6841 -3.4397 3.6008
51 As 0.1622 -1.8304 0.5578
52 Si -1.4781 -3.5991 0.2274
53 C -2.1093 -3.6916 -1.5354
54 C -2.8487 -3.2614 1.4524
55 C -0.4755 -5.1332 0.5915
56 H -0.3336 -0.4563 4.6799
57 H -1.5165 -0.9642 3.4732
58 H -0.4588 0.4169 3.1498
59 H 2.8605 -1.2365 4.0958
60 H 2.5327 0.0708 2.9661
61 H 3.2337 -1.4537 2.3845
62 H 0.9411 -3.3855 4.6627
63 H 1.3894 -4.1269 3.1322
64 H -0.3194 -3.8605 3.5352
65 H -2.9433 -3.0167 -1.7272
66 H -2.4822 -4.7089 -1.6828
67 H -1.3292 -3.5335 -2.2817
68 H -3.3257 -2.2955 1.2768
69 H -2.4988 -3.2871 2.4853
70 H -3.6147 -4.0339 1.3468
71 H 0.3267 -5.2703 -0.1357
72 H -1.1387 -5.9992 0.5123
73 H -0.0404 -5.1441 1.5885

As for the net charge: +2. As for the gap between HOMO and LUMO (spin up / spin down): 5.94 / 6.36 eV. The calculation puts the max |F| at 0.0098 hartree/bohr. The spin multiplicity is 2.

---

Density functional theory data (ωB97M-V with the def2-TZVPD basis set) for a structure of composition C29H36BiN5O4S2.

Positions of all 77 atoms, in Å:
1 Bi -0.0750 -0.7410 -0.6082
2 N -1.5711 0.8601 -1.9226
3 C -2.3902 0.0009 -2.7811
4 C -2.5688 -1.5026 -2.3389
5 O -3.5245 -2.0834 -2.8501
6 N -1.6419 -2.1013 -1.4816
7 C -2.2836 -2.7961 -0.3880
8 C -2.4956 -1.8299 0.8520
9 O -3.2829 -2.1938 1.7328
10 O -1.8132 -0.7272 0.8366
11 H -2.0903 1.4854 -1.3171
12 H -0.9363 1.4367 -2.4774
13 H -1.9092 -0.0629 -3.7660
14 H -3.4285 0.3434 -2.8856
15 H -1.6269 -3.6034 -0.0316
16 H -3.2687 -3.1636 -0.7168
17 S 0.2623 -4.0091 3.3975
18 C -0.6101 -2.6518 4.0618
19 C -1.4301 -2.5756 5.1750
20 C -1.9954 -1.3587 5.5557
21 C -1.8095 -0.1998 4.7714
22 C -0.9316 -0.2087 3.6694
23 C -0.3821 -1.4450 3.3023
24 N 0.4043 -1.6745 2.2072
25 C 0.8003 -2.9314 2.1249
26 C 1.6386 -3.3756 1.0248
27 C 2.2683 -4.6293 0.9988
28 C 3.1052 -4.9625 -0.0634
29 C 3.4220 -3.9895 -0.9918
30 C 2.8657 -2.7016 -0.9055
31 C 1.8215 -2.4128 -0.0322
32 H -1.6194 -3.4910 5.7624
33 H -2.6243 -1.3198 6.4525
34 H -2.3605 0.7154 4.9581
35 H -0.6783 0.6761 3.0976
36 H 1.9967 -5.3319 1.8023
37 H 3.5156 -5.9671 -0.1925
38 H 4.0692 -4.2267 -1.8185
39 H 3.2386 -1.8893 -1.5585
40 N 0.7808 -1.3174 -3.0587
41 C 1.1568 -0.6276 -4.3236
42 C 2.6689 -0.4838 -4.5717
43 C 3.3869 0.8092 -4.0780
44 C 3.3199 0.9760 -2.5567
45 N 2.0642 1.5114 -2.0517
46 H 1.5885 -1.8679 -2.7886
47 H 0.0711 -2.0285 -3.2777
48 H 0.7151 0.3724 -4.3055
49 H 0.6810 -1.1662 -5.1773
50 H 2.7846 -0.4702 -5.6722
51 H 3.2509 -1.3630 -4.2175
52 H 2.9719 1.6863 -4.5685
53 H 4.4356 0.6460 -4.3552
54 H 4.1574 1.5889 -2.1962
55 H 3.4464 -0.0038 -2.0598
56 H 1.8246 2.3686 -2.5609
57 H 2.2114 1.8057 -1.0600
58 C -4.3981 4.0353 1.1006
59 C -2.9371 3.8223 1.2475
60 C -2.3555 3.4775 2.4637
61 C -0.9886 3.2706 2.5561
62 C -0.2404 3.3127 1.3960
63 C -0.7496 3.7859 0.2125
64 C -2.1265 4.0221 0.1113
65 S 1.4397 2.6784 1.4012
66 C 2.3263 4.1194 2.0661
67 O 1.4658 1.6767 2.5263
68 H -4.8281 4.3853 2.0370
69 H -4.9347 3.0995 0.8297
70 H -4.5900 4.7711 0.3066
71 H -2.9809 3.3323 3.3593
72 H -0.5230 3.0167 3.5131
73 H -0.0787 3.8995 -0.6400
74 H -2.5851 4.3365 -0.8398
75 H 2.0542 4.3113 3.1030
76 H 2.0893 4.9785 1.4454
77 H 3.3649 3.8708 2.0288

As for the net charge: 0. As for the gap between HOMO and LUMO: 7.43 eV. The calculation puts the max |F| at 0.0374 hartree/bohr.

---

Density functional theory data (ωB97M-V with the def2-TZVPD basis set) for a structure of composition C29H36BrClN2O2P2Rh.

Positions of all 74 atoms, in Å:
1 Rh -0.2509 -0.6167 0.2633
2 O -1.0438 0.1599 5.3681
3 C -1.3584 1.4285 4.9642
4 C -1.8669 2.3710 5.8498
5 C -2.1833 3.6439 5.4062
6 C -1.9934 3.9890 4.0755
7 C -1.4678 3.0519 3.2005
8 C -1.1480 1.7707 3.6310
9 C -0.5610 0.7687 2.6655
10 O -1.0881 0.8713 1.4037
11 N 0.9053 0.9989 2.5997
12 N 1.4568 0.3373 1.5777
13 C 2.5541 0.7083 1.0419
14 C 3.1625 -0.0424 -0.0403
15 Br 2.1640 -1.5840 -0.5857
16 C 4.2718 0.2874 -0.6889
17 C 4.8765 -0.4425 -1.8247
18 C 4.8537 0.1285 -3.0952
19 C 5.4676 -0.5146 -4.1585
20 C 6.1269 -1.7193 -3.9552
21 C 6.1462 -2.2928 -2.6928
22 C 5.5063 -1.6683 -1.6320
23 H -1.2090 0.0799 6.3135
24 H -2.0234 2.0940 6.8869
25 H -2.5705 4.3710 6.1074
26 H -2.2596 4.9770 3.7263
27 H -1.3086 3.2990 2.1584
28 H -0.6636 -0.2312 3.0917
29 H 1.2311 1.9428 2.7777
30 H 3.0784 1.6059 1.3683
31 H 4.7773 1.1946 -0.3667
32 H 4.3503 1.0760 -3.2451
33 H 5.4378 -0.0676 -5.1432
34 H 6.6286 -2.2070 -4.7802
35 H 6.6687 -3.2257 -2.5278
36 H 5.5172 -2.1180 -0.6467
37 C -1.9382 -2.3363 3.1959
38 P -1.0345 -2.4539 1.6175
39 C 0.0911 -3.8591 1.9197
40 C -2.3467 -3.2108 0.5738
41 C -1.9455 -3.2355 -0.8905
42 P -1.4844 -1.5547 -1.4924
43 C -3.0849 -0.8323 -1.9561
44 C -0.7441 -2.0054 -3.0923
45 H -2.4187 -3.2931 3.4060
46 H -2.6948 -1.5543 3.1265
47 H -1.2594 -2.0885 4.0109
48 H -0.4682 -4.7160 2.2981
49 H 0.8444 -3.5660 2.6511
50 H 0.6035 -4.1332 0.9974
51 H -3.2454 -2.6033 0.7113
52 H -2.5584 -4.2152 0.9475
53 H -2.7548 -3.6232 -1.5130
54 H -1.0698 -3.8757 -1.0345
55 H -3.6573 -1.5344 -2.5628
56 H -2.9129 0.0835 -2.5238
57 H -3.6415 -0.5715 -1.0564
58 H -1.4439 -2.6328 -3.6443
59 H 0.1858 -2.5512 -2.9321
60 H -0.5252 -1.1144 -3.6789
61 Cl -3.9467 4.4552 -4.7332
62 C -2.8405 3.5652 -3.7564
63 C -2.6507 3.9233 -2.4272
64 C -1.7495 3.2210 -1.6545
65 C -1.0117 2.1481 -2.1849
66 C -0.0448 1.4635 -1.3931
67 C -1.2440 1.7994 -3.5288
68 C -2.1416 2.4968 -4.3082
69 H -3.2072 4.7533 -2.0145
70 H -1.5995 3.4923 -0.6167
71 H 0.1794 1.8261 -0.4005
72 H 0.5681 0.7013 -1.8557
73 H -0.6869 0.9732 -3.9553
74 H -2.3053 2.2336 -5.3442

As for the net charge: +1. As for the gap between HOMO and LUMO (spin up / spin down): 5.54 / 5.57 eV. The calculation puts the max |F| at 0.0474 hartree/bohr.

---

Density functional theory data (ωB97M-V with the def2-TZVPD basis set) for a structure of composition C29H36BrN6O2V.

Positions of all 75 atoms, in Å:
1 V 0.1173 0.7917 -0.8390
2 O 1.2002 -2.7744 -4.7682
3 C 2.3681 -2.4552 -4.1148
4 C 3.5256 -3.2028 -4.2433
5 C 4.6583 -2.8289 -3.5316
6 C 4.6305 -1.7183 -2.7032
7 C 3.4643 -0.9703 -2.5918
8 C 2.3267 -1.3311 -3.2942
9 C 1.0329 -0.5579 -3.1762
10 O 1.1405 0.5354 -2.3412
11 N -0.0022 -1.4884 -2.6316
12 N -0.9634 -0.8178 -1.9368
13 C -2.1506 -1.2629 -1.8147
14 C -3.1116 -0.5921 -0.9546
15 Br -2.4300 0.9778 -0.1059
16 C -4.3755 -0.9945 -0.8180
17 C -5.4623 -0.4291 -0.0103
18 C -5.2739 0.0227 1.2958
19 C -6.3391 0.5408 2.0147
20 C -7.5988 0.6177 1.4383
21 C -7.7992 0.1526 0.1460
22 C -6.7408 -0.3819 -0.5687
23 H 1.3593 -3.4875 -5.3958
24 H 3.5432 -4.0698 -4.8942
25 H 5.5659 -3.4085 -3.6354
26 H 5.5177 -1.4234 -2.1592
27 H 3.4305 -0.0824 -1.9737
28 H 0.7087 -0.2194 -4.1688
29 H -0.3455 -2.1521 -3.3198
30 H -2.4859 -2.1624 -2.3285
31 H -4.6408 -1.8520 -1.4323
32 H -4.3029 -0.0610 1.7648
33 H -6.1861 0.8780 3.0313
34 H -8.4272 1.0265 2.0012
35 H -8.7827 0.1981 -0.3018
36 H -6.9007 -0.7557 -1.5729
37 C -1.3359 4.2703 0.5056
38 C 0.1199 4.3720 0.8525
39 C 0.6276 5.4876 1.5049
40 C 1.9701 5.5696 1.8391
41 C 2.8326 4.5326 1.5184
42 C 2.3718 3.4025 0.8576
43 C 3.2975 2.2829 0.4779
44 C 1.0062 3.3349 0.5320
45 N 0.5623 2.1954 -0.1188
46 H -1.8426 5.2168 0.6856
47 H -1.8321 3.5138 1.1216
48 H -1.4854 3.9968 -0.5405
49 H -0.0414 6.3030 1.7520
50 H 2.3464 6.4479 2.3471
51 H 3.8825 4.6031 1.7751
52 H 4.3200 2.5149 0.7714
53 H 3.2743 2.1115 -0.6006
54 H 3.0097 1.3406 0.9526
55 C 0.3351 -1.6347 3.8028
56 N 0.6800 -0.8068 2.6553
57 C 0.3329 0.5963 2.7946
58 C 1.0453 -1.3395 1.4698
59 N 0.7885 -0.7579 0.3200
60 N 1.6608 -2.5638 1.5112
61 C 1.7748 -3.3371 0.2842
62 C 2.7539 -2.7934 2.4537
63 H -0.6634 -1.3576 4.1466
64 H 1.0325 -1.4834 4.6292
65 H 0.3274 -2.6847 3.5272
66 H 0.6905 0.9516 3.7615
67 H -0.7507 0.7440 2.7498
68 H 0.8018 1.1821 2.0148
69 H 1.2978 -1.2490 -0.4118
70 H 2.5712 -2.9697 -0.3761
71 H 0.8316 -3.3290 -0.2598
72 H 2.0076 -4.3662 0.5522
73 H 2.7711 -2.0239 3.2183
74 H 3.7102 -2.7682 1.9238
75 H 2.6474 -3.7667 2.9335

As for the net charge: +1. As for the gap between HOMO and LUMO (spin up / spin down): 7.38 / 7.39 eV. The calculation puts the max |F| at 0.0080 hartree/bohr. The spin multiplicity is 2.

---

Look up the net charge of the second one.
+1